Entry 1:
ORCA calculation (ωB97M-V/def2-TZVPD) on a cluster of 2 separate species, C4H10N2 in total in a non-equilibrium geometry.

Structure (XYZ):
```
16
Properties=species:S:1:pos:R:3:forces:R:3:nbo_charge:R:1
C -1.290517 -0.138643 -1.445237 1.858 0.123 -0.430 -0.666
C -1.763496 0.679391 -0.289668 1.389 -0.273 -0.020 -0.188
C -1.844517 0.100059 0.881632 -1.962 0.347 3.406 -0.404
H -1.494645 0.407778 -2.396967 0.062 -0.956 0.468 0.209
H -1.795365 -1.110379 -1.315428 0.358 0.241 -0.808 0.221
H -0.099167 -0.337379 -1.360598 -2.786 0.454 -0.240 0.247
H -1.814980 1.749006 -0.337239 -0.012 0.464 -0.236 0.194
H -2.106994 0.681623 1.847408 0.510 -0.786 -1.756 0.187
H -1.946856 -0.982271 1.042115 0.617 0.361 -0.363 0.191
N 2.084562 0.855940 0.268669 0.190 1.938 -0.626 -0.812
C 2.097636 -0.414490 0.708496 -2.024 -2.779 -1.375 0.273
N 1.797212 -1.471857 -0.044893 1.470 2.597 1.299 -0.741
H 2.073052 1.121935 -0.712561 -0.110 -0.863 0.243 0.399
H 1.986208 1.697891 0.842249 0.201 -1.190 0.171 0.399
H 2.148678 -0.545889 1.780214 0.499 0.323 0.330 0.155
H 1.969196 -2.292713 0.531810 -0.261 -0.002 -0.064 0.336
```
Positions in Å, forces in eV/Å.

The strongest force on any atom is 0.077 Eh/bohr. As for the HOMO energy: -9.12 eV. The calculation puts the orbital gap at 10.053 eV. Its SMILES is [H]/N=C/N.C=CC. As for the total charge: 0. The total energy is -267.85296 a.u. As for the energy above the lowest of the compared OMol25 structures with the same formula, charge and spin: 1.969 eV.

---

Entry 2:
ORCA calculation (ωB97M-V/def2-TZVPD) on an isolated molecule of C4H10N2 in a non-equilibrium geometry.

Structure (XYZ):
```
16
Properties=species:S:1:pos:R:3:forces:R:3:nbo_charge:R:1
C 0.662858 -1.200533 -0.571236 0.132 -0.207 -0.191 -0.281
C -0.084347 0.048207 -0.296592 -3.905 0.011 -1.554 -0.043
C -0.904406 0.108176 2.061557 0.104 0.189 -0.124 -0.600
C -0.030939 0.783484 1.009328 -0.110 -0.077 -0.011 -0.423
N 1.023281 0.053508 -1.197356 0.403 0.318 0.331 -0.263
N 0.833793 0.176755 -2.579771 -0.190 -0.143 -0.625 -0.655
H 1.382551 -1.579167 0.138659 0.109 -0.100 0.115 0.199
H 0.174821 -1.951809 -1.180820 -0.017 0.012 -0.056 0.197
H -1.258532 0.038189 -0.871491 3.413 0.137 1.687 0.151
H -0.662063 -0.948708 2.133454 0.006 -0.150 0.045 0.204
H -1.957969 0.202389 1.806824 -0.109 -0.046 0.005 0.203
H -0.745500 0.563015 3.035188 -0.054 0.027 0.132 0.212
H 1.009308 0.792127 1.340017 0.043 0.063 -0.030 0.213
H -0.350656 1.819341 0.868291 0.110 0.003 -0.002 0.206
H -0.129070 -0.042991 -2.858033 0.155 0.137 0.178 0.324
H 1.036871 1.138020 -2.838018 -0.090 -0.175 0.098 0.357
```
Positions in Å, forces in eV/Å.

The strongest force on any atom is 0.082 Eh/bohr. As for the HOMO energy: -9.07 eV. The calculation puts the orbital gap at 10.288 eV. Its SMILES is CC[C@@H]1CN1N. As for the total charge: 0. The total energy is -267.82515 a.u. As for the energy above the lowest of the compared OMol25 structures with the same formula, charge and spin: 2.726 eV.